# 1
6
Properties=species:S:1:pos:R:3:forces:R:3 method="wB97M-V/def2-TZVPD" e_homo_ev=-11.2933 gap_ha=0.4453 energy_ev=-4159.80811 smiles=O.O e_above_lowest_ev=0.131 lumo_energy_ev=0.824
O 17.907 24.379 -14.878 -0.037 -0.162 -0.240
O 17.680 24.241 -18.269 -0.153 0.143 -0.109
H 18.455 24.130 -14.134 0.132 -0.119 0.198
H 17.992 25.331 -14.932 -0.055 0.288 -0.043
H 18.259 24.099 -17.520 0.051 -0.063 0.411
H 18.122 23.810 -19.000 0.063 -0.086 -0.217

# 2
8
Properties=species:S:1:pos:R:3:forces:R:3 method="wB97M-V/def2-TZVPD" e_homo_ev="0.7831 / 1.1428" gap_ha="0.2082 / 0.1971" total_charge=-2 energy_ev=-21921.85717 e_above_lowest_ev=2.878 lumo_energy_ev="6.448 / 6.507"
S 2.004 -0.216 -0.222 0.956 0.382 0.431
O 2.470 -0.522 1.185 -0.230 0.134 -0.595
O 2.497 1.136 -0.682 -0.254 -0.543 0.157
N -2.525 0.160 0.081 -0.122 2.027 0.995
N -2.126 1.180 0.571 0.602 -0.866 -0.414
N -1.943 -0.883 -0.446 -0.964 -1.966 -0.925
N -0.574 -0.864 -0.461 1.437 0.691 0.249
C 0.197 0.009 -0.027 -1.425 0.141 0.103

# 3
11
Properties=species:S:1:pos:R:3:forces:R:3 method="wB97M-V/def2-TZVPD" e_homo_ev=-15.2934 gap_ha=0.4192 total_charge=+1 energy_ev=-9683.99972 smiles="[NH2+]=C1N[C@@H]1N=C=O" e_above_lowest_ev=0.000 lumo_energy_ev=-3.887
O -2.891 -0.378 -0.766 -2.080 -2.024 -0.991
N 0.347 -0.782 0.843 0.046 4.197 1.129
N -1.392 0.959 0.348 2.004 2.254 2.005
N 1.603 -0.150 -0.993 0.883 1.887 -2.019
C 0.830 0.036 -0.030 -2.256 -0.344 3.302
C -0.128 0.777 0.861 0.872 -0.849 -0.179
C -2.144 0.180 -0.130 -0.658 0.177 -1.302
H -0.032 -1.659 1.067 -0.313 -1.445 0.184
H 1.795 0.507 -1.709 0.335 0.831 -0.457
H 1.862 -1.060 -1.131 1.081 -2.793 -0.782
H 0.150 1.572 1.638 0.086 -1.891 -0.888

# 4
48
Properties=species:S:1:pos:R:3:forces:R:3 method="wB97M-V/def2-TZVPD" e_homo_ev="-13.7650 / -13.7602" gap_ha="0.1545 / 0.1543" total_charge=+2 energy_ev=-85367.18135 e_above_lowest_ev=1.140 lumo_energy_ev="-9.560 / -9.561"
Ta 0.710 -0.833 1.028 0.125 -0.258 -1.570
I 3.961 -2.213 1.456 -0.359 0.129 -0.036
I 1.223 -1.967 3.587 0.206 -0.417 -0.197
S 2.100 1.047 0.884 0.207 -0.326 -0.052
S -1.375 0.121 -4.629 1.026 -5.003 -3.538
Si -1.025 0.486 2.950 0.180 -0.367 -0.440
F 1.824 4.580 -2.830 -0.017 -0.082 0.071
F -0.512 0.475 -0.152 -0.200 -0.010 -0.246
F 3.169 3.311 -0.868 -0.021 -0.028 0.014
F -0.710 3.867 -3.435 0.155 -0.149 0.242
F -1.895 1.787 -2.112 0.261 0.114 0.182
O -0.447 1.183 -4.832 0.240 1.102 0.537
O -1.046 -1.126 -5.527 -0.529 2.867 2.616
O -2.776 0.329 -4.523 -0.456 0.712 0.664
N 0.617 -2.866 0.106 0.563 -0.633 0.511
C 0.114 -2.229 -1.088 0.095 0.411 1.965
C 3.107 -2.938 3.256 -0.013 0.104 0.047
C -0.055 3.227 -2.501 -0.069 0.191 -0.302
C -1.707 -1.557 -2.471 -0.092 -0.491 0.618
C -0.664 2.176 -1.821 -0.421 -0.228 -0.047
C 0.070 1.546 -0.848 -0.219 0.531 -0.340
C 1.248 3.594 -2.180 0.001 0.054 -0.064
C 0.568 -0.836 -2.976 1.208 -0.457 0.919
C -1.901 1.711 1.861 0.044 0.079 0.418
C -1.257 -2.256 -1.374 -0.639 0.179 -0.415
C 1.941 2.931 -1.172 0.169 0.115 0.035
C 1.345 1.891 -0.476 -0.043 -0.123 0.227
C -0.791 -0.834 -3.242 -0.927 0.822 -0.731
C 1.038 -1.535 -1.868 0.222 0.770 -1.154
C 0.267 1.172 4.112 -0.422 0.190 0.196
C -2.135 -0.885 3.569 0.096 0.188 0.142
H -1.597 -1.666 4.111 -0.095 -0.069 -0.062
H -0.168 1.940 4.759 -0.102 -0.009 -0.053
H 1.247 -0.295 -3.623 -0.067 0.040 -0.032
H 1.535 -3.290 -0.034 -0.072 -0.093 -0.033
H -2.756 -1.540 -2.739 0.017 0.048 -0.031
H -2.366 1.223 1.013 -0.133 0.011 -0.156
H -1.223 2.499 1.528 -0.037 0.009 -0.092
H -1.943 -2.820 -0.755 0.002 -0.048 0.024
H 1.065 1.644 3.543 0.086 0.006 0.066
H 3.736 -2.645 4.088 0.032 -0.053 0.018
H -2.678 -1.326 2.731 -0.006 -0.092 0.029
H 0.002 -3.591 0.474 -0.095 0.012 -0.042
H 2.953 -4.009 3.211 -0.036 -0.018 -0.019
H 0.682 0.411 4.769 0.010 0.211 0.066
H -2.886 -0.507 4.269 0.016 0.129 -0.050
H -2.708 2.192 2.423 0.071 -0.017 0.103
H 2.101 -1.577 -1.652 0.038 -0.053 -0.010

# 5
19
Properties=species:S:1:pos:R:3:forces:R:3 method="wB97M-V/def2-TZVPD" e_homo_ev=-9.5613 gap_ha=0.3870 energy_ev=-8463.19498 smiles=CC(C)[C@H]1C[C@H]1O e_above_lowest_ev=1.159 lumo_energy_ev=0.969
O -1.381 -2.039 -0.070 -0.122 0.011 -0.188
C 0.010 -1.899 -0.030 0.296 -0.069 0.002
C 0.593 -1.477 1.275 0.056 -0.073 0.165
C -0.911 0.980 -1.223 -0.017 -0.024 -0.067
C 0.724 1.930 0.432 0.031 0.049 0.030
C -0.185 0.744 0.103 -0.040 -0.008 0.032
C 0.636 -0.537 0.091 0.041 0.114 -0.096
H 1.474 2.065 -0.359 -0.105 -0.023 0.118
H -0.132 -1.238 2.049 0.111 -0.005 -0.128
H -1.456 1.932 -1.207 0.096 -0.129 -0.001
H 0.559 -2.650 -0.601 -0.119 0.130 0.096
H -1.640 0.187 -1.416 0.099 0.150 -0.019
H -0.205 1.011 -2.061 -0.068 -0.002 0.116
H 0.152 2.862 0.508 0.070 -0.142 0.003
H -1.655 -1.913 -0.987 -0.042 -0.039 0.196
H 1.605 -0.433 -0.401 -0.159 -0.026 0.048
H -0.944 0.656 0.891 0.092 -0.011 -0.110
H 1.500 -1.957 1.629 -0.133 0.084 -0.083
H 1.258 1.776 1.376 -0.086 0.015 -0.115

# 6
36
Properties=species:S:1:pos:R:3:forces:R:3 method="wB97M-V/def2-TZVPD" e_homo_ev=-0.4909 gap_ha=0.1807 total_charge=-2 energy_ev=-333622.04309 lumo_energy_ev=4.426
Te -4.721 0.828 -1.323 0.197 0.119 0.069
Se 2.455 1.349 1.402 -0.105 0.247 -0.188
Se -0.842 1.166 -1.879 0.461 -0.538 0.331
Se -2.630 2.486 -1.409 -0.323 0.038 0.052
Se -3.916 -1.153 -2.508 -0.055 -0.046 -0.078
Co 0.299 0.326 0.119 -0.315 0.187 -0.031
O 1.353 1.975 0.278 0.020 -0.002 -0.125
O 2.621 2.337 2.663 -0.023 -0.057 0.141
O -1.974 -2.607 1.500 0.015 -0.009 -0.018
O 3.850 0.999 0.657 0.076 -0.036 0.035
O 1.569 -0.033 1.723 -0.149 -0.260 -0.179
N 1.487 -0.590 -1.124 0.092 0.132 0.170
N -0.538 -1.359 0.197 0.155 0.242 0.087
N -1.129 0.824 1.326 0.048 0.055 -0.265
C -3.347 1.229 2.884 0.007 0.052 0.003
C 1.313 -1.916 -1.173 -0.101 -0.031 -0.089
C 0.130 -2.462 -0.420 0.032 -0.049 -0.124
C -1.910 -0.211 1.661 -0.068 -0.015 0.003
C -2.532 2.293 2.530 -0.021 -0.032 0.038
C -1.423 2.053 1.737 0.123 -0.054 0.036
C 2.176 -2.711 -1.916 -0.029 0.020 -0.008
C 2.476 -0.002 -1.800 -0.031 -0.012 0.074
C 3.205 -2.112 -2.618 0.023 0.021 -0.014
C -3.031 -0.047 2.448 0.058 -0.023 0.020
C 3.355 -0.735 -2.571 0.013 -0.019 -0.001
C -1.484 -1.547 1.101 -0.030 0.010 0.068
H 0.468 -3.205 0.314 -0.011 0.027 0.029
H 2.024 -3.782 -1.939 -0.011 0.001 -0.002
H -2.757 3.303 2.841 0.007 0.005 -0.004
H -0.526 -2.989 -1.125 -0.017 0.014 0.011
H 4.154 -0.232 -3.098 -0.003 0.000 -0.006
H 2.541 1.070 -1.674 0.016 -0.002 -0.026
H -4.234 1.400 3.481 0.000 -0.010 0.003
H -3.628 -0.918 2.673 -0.007 0.002 -0.013
H -0.735 2.823 1.414 -0.039 0.024 0.002
H 3.888 -2.717 -3.203 -0.004 -0.002 -0.001

Calculated values (eV/A) of max |F| for the records, taken in order: 0.4 2.4 4.3 6.2 0.3 0.8.